Entry 1:
C29H23N10O4PtSe as an isolated structure. Source: the Open Molecules 2025 dataset; level of theory: ωB97M-V/def2-TZVPD.

XYZ file:
```
68
Properties=species:S:1:pos:R:3
Pt 0.117 1.154 -0.684
C -4.043 1.815 0.235
C -4.330 2.886 -0.645
C -3.300 3.611 -1.152
C -1.944 3.307 -0.807
N -1.686 2.168 -0.066
C -2.734 1.504 0.465
N -1.027 4.198 -1.128
C 0.281 4.066 -0.917
N 1.018 2.919 -0.729
C 2.339 3.242 -0.526
N 3.393 2.491 -0.309
C 3.439 1.151 -0.233
C 4.738 0.592 -0.186
C 4.906 -0.761 -0.079
C 3.784 -1.584 -0.021
C 2.538 -0.997 -0.104
N 2.350 0.335 -0.157
C 2.450 4.683 -0.584
C 3.533 5.538 -0.414
C 3.305 6.899 -0.496
C 2.019 7.407 -0.747
C 0.941 6.565 -0.932
C 1.165 5.192 -0.851
H -4.832 1.247 0.707
H -5.356 3.138 -0.881
H -3.457 4.459 -1.802
H -2.494 0.689 1.136
H 5.565 1.280 -0.269
H 5.898 -1.196 -0.064
H 3.850 -2.661 0.030
H 1.213 -1.763 -1.159
H 4.520 5.136 -0.227
H 4.130 7.591 -0.371
H 1.875 8.481 -0.788
H -0.053 6.943 -1.137
C -0.749 -1.369 1.649
C -1.372 -1.353 0.302
N -1.049 -0.543 -0.680
C -1.833 -0.860 -1.772
C -2.649 -1.883 -1.428
N -2.350 -2.193 -0.111
C -3.035 -3.185 0.676
N -2.398 -4.473 0.679
N -2.571 -5.317 -0.369
N -1.932 -6.396 -0.153
C -1.306 -6.308 1.066
C -0.500 -7.217 1.753
C -0.038 -6.836 2.994
C -0.369 -5.592 3.555
C -1.160 -4.680 2.888
C -1.608 -5.058 1.625
H -0.055 -0.534 1.716
H -0.179 -2.288 1.791
H -1.498 -1.282 2.442
H -1.731 -0.341 -2.713
H -3.387 -2.434 -1.984
H -4.032 -3.304 0.258
H -3.111 -2.839 1.706
H -0.254 -8.176 1.318
H 0.595 -7.511 3.555
H 0.011 -5.341 4.537
H -1.414 -3.727 3.331
O -0.138 0.922 -3.815
Se 1.041 0.428 -2.818
O 1.032 -1.215 -2.695
O 1.442 -1.788 -0.169
O 2.489 0.968 -3.247
```

The calculation puts the orbital gap (spin up / spin down) at 4.3 / 6.3 eV. The HOMO energy (spin up / spin down) is -2.6 / -4.8 eV. The expectation value of S² is 2.04. Its multiplicity is 3. As for the charge: -1. As for the max |F|: 0.97 eV/A.


Entry 2:
A 2-piece molecular cluster, CH4IN2O overall in a non-equilibrium geometry. Source: the Open Molecules 2025 dataset; level of theory: ωB97M-V/def2-TZVPD.

XYZ file:
```
9
Properties=species:S:1:pos:R:3
C -0.709 0.517 -0.143
N -1.832 0.712 0.380
N 0.397 0.263 -0.385
O 2.569 -0.826 -0.583
I 4.246 0.092 0.095
H -1.796 1.260 1.266
H -2.644 0.166 0.021
H 1.364 0.304 -0.780
H 2.630 -1.545 0.035
```

The calculation puts the orbital gap at 8.8 eV. The HOMO energy is -13.3 eV. As for the charge: +1. As for the max |F|: 3.92 eV/A.


Entry 3:
C33H31Br2Cl2LuN2O2Si as an isolated structure in a non-equilibrium geometry. Source: the Open Molecules 2025 dataset; level of theory: ωB97M-V/def2-TZVPD.

XYZ file:
```
74
Properties=species:S:1:pos:R:3
Lu -0.002 -0.867 0.538
Br -0.863 -4.528 -0.365
C 0.997 -4.503 0.108
Br 1.974 -2.991 -0.676
H 1.467 -5.403 -0.263
H 1.077 -4.392 1.181
C 4.186 0.743 2.058
C 3.768 1.818 2.830
C 2.427 2.155 2.849
C 1.506 1.424 2.094
C 1.885 0.289 1.326
C 3.255 -0.003 1.348
C 0.101 1.881 2.021
C -0.251 3.246 2.194
C -1.524 3.659 1.938
C -2.498 2.735 1.494
C -3.807 3.091 1.109
C -4.666 2.146 0.617
C -4.257 0.803 0.506
C -3.004 0.425 0.903
C -2.093 1.387 1.391
N -0.817 0.997 1.665
H 5.237 0.482 2.020
H 4.478 2.385 3.419
H 2.094 2.972 3.479
H 3.625 -0.858 0.787
H 0.510 3.956 2.480
H -1.792 4.705 2.034
H -4.112 4.127 1.195
H -5.663 2.428 0.307
H -4.931 0.061 0.099
H -2.696 -0.615 0.831
Cl 4.048 -0.782 -3.500
C 3.376 0.526 -2.576
C 4.218 1.458 -2.000
C 3.694 2.505 -1.262
C 2.328 2.576 -1.048
C 1.503 1.612 -1.591
Cl -0.187 1.598 -1.172
C 1.984 0.599 -2.438
N 1.132 -0.324 -3.029
C 0.062 0.072 -3.884
C 0.093 1.302 -4.535
C -0.922 1.679 -5.396
C -1.978 0.816 -5.636
C -2.005 -0.411 -4.996
C -1.008 -0.803 -4.105
C -1.181 -2.119 -3.379
C -1.793 -1.857 -1.993
O -2.973 -2.038 -1.774
O -0.942 -1.427 -1.111
H 5.286 1.366 -2.143
H 4.351 3.241 -0.822
H 1.904 3.347 -0.418
H 1.605 -1.149 -3.369
H 0.927 1.974 -4.371
H -0.877 2.642 -5.890
H -2.773 1.094 -6.316
H -2.832 -1.090 -5.168
H -0.241 -2.659 -3.247
H -1.879 -2.743 -3.931
C -2.142 -3.513 2.938
Si -0.606 -2.359 2.828
C 0.762 -3.408 3.700
C -1.007 -1.041 4.174
H -2.482 -3.585 3.975
H -1.923 -4.524 2.589
H -2.978 -3.141 2.339
H 0.488 -3.578 4.745
H 1.731 -2.900 3.691
H 0.901 -4.395 3.247
H -1.225 -1.522 5.132
H -1.880 -0.442 3.898
H -0.171 -0.352 4.327
```

The calculation puts the orbital gap at 6.6 eV. The HOMO energy is -7.2 eV. As for the charge: 0. As for the max |F|: 1.51 eV/A.


The lowest charge belongs to which entry?
C29H23N10O4PtSe


Which formula does entry 3 have?
C33H31Br2Cl2LuN2O2Si


Which value of max |F| does entry 2 give?
3.92 eV/A


Which formula does entry 1 have?
C29H23N10O4PtSe